The following is a quantum chemistry calculation of C19H39O13Zn as an isolated structure, from the Open Molecules 2025 dataset.

Atoms and positions in Å:
Zn 1.61 1.77 3.43
C 0.17 0.52 -0.72
O 0.43 0.97 0.54
H -0.66 -0.17 -0.87
H 0.01 1.37 -1.39
H 0.97 -0.07 -1.17
C -1.06 0.25 7.84
O -2.15 0.00 6.94
C -2.02 0.00 5.55
O -0.94 0.29 5.00
O -3.23 -0.18 4.88
C -3.31 -0.16 3.42
H -1.29 -0.07 8.85
H -0.76 1.29 7.74
H -0.30 -0.45 7.49
H -2.96 -1.09 2.97
H -2.69 0.50 2.80
H -4.37 -0.19 3.15
C 5.08 -1.93 0.86
O 5.10 -2.63 2.13
C 4.30 -2.28 3.13
O 3.60 -1.31 3.11
O 4.59 -3.13 4.21
C 3.72 -3.10 5.34
H 4.09 -2.08 0.41
H 5.95 -2.18 0.25
H 5.07 -0.85 0.91
H 2.80 -3.66 5.18
H 3.37 -2.12 5.69
H 4.19 -3.60 6.19
C -2.26 5.05 5.98
O -2.09 5.53 4.66
C -1.04 5.29 3.90
O -0.27 4.31 3.90
O -1.01 6.12 2.91
C 0.09 6.16 1.98
H -1.84 5.88 6.55
H -1.78 4.07 6.07
H -3.33 4.94 6.18
H 0.59 5.19 1.99
H 0.76 6.97 2.24
H -0.18 6.39 0.94
C 1.45 -1.89 -5.26
C 2.79 -1.70 -6.03
O 3.85 -1.99 -5.45
C 2.63 -1.00 -7.36
H 0.87 -2.71 -5.69
H 0.77 -1.05 -5.09
H 1.86 -2.20 -4.30
H 2.34 -1.80 -8.04
H 3.48 -0.38 -7.63
H 1.85 -0.23 -7.30
C -0.93 3.68 -5.41
C -2.11 2.92 -6.01
O -1.96 1.72 -6.21
C -3.33 3.65 -6.46
H -0.14 2.95 -5.22
H -1.22 4.21 -4.50
H -0.56 4.51 -6.01
H -3.06 4.18 -7.37
H -3.54 4.46 -5.76
H -4.21 3.03 -6.61
C -0.94 -5.46 -2.34
C -1.49 -6.15 -3.54
O -0.96 -6.06 -4.67
C -2.76 -6.97 -3.24
H -0.04 -4.92 -2.61
H -0.74 -6.21 -1.58
H -1.66 -4.70 -2.00
H -2.56 -7.61 -2.38
H -3.03 -7.53 -4.14
H -3.61 -6.35 -2.95

Summary:
lowest unoccupied orbital energy	-0.3058	hartree
DFT total energy	-3504.23017	Eh
relative energy (zero: lowest compared OMol25 entry of this formula, charge and spin)	187.87	kcal per mole
spin multiplicity	1
charge	+1
M	540.898	g/mol
Kohn-Sham gap	2.8	eV
F_max	3.94	eV/Å

So, what does the Löwdin scheme give us? The charges, in e, come out as:
1 Zn 1.019
2 C -0.186
3 O -0.114
4 H 0.097
5 H 0.097
6 H 0.126
7 C -0.029
8 O -0.041
9 C -0.459
10 O 0.002
11 O -0.010
12 C -0.028
13 H 0.101
14 H 0.094
15 H 0.090
16 H 0.086
17 H 0.085
18 H 0.099
19 C -0.012
20 O 0.008
21 C -0.561
22 O 0.074
23 O -0.011
24 C -0.064
25 H 0.093
26 H 0.103
27 H 0.083
28 H 0.091
29 H 0.084
30 H 0.095
31 C -0.005
32 O 0.014
33 C -0.593
34 O -0.027
35 O 0.031
36 C -0.009
37 H 0.109
38 H 0.090
39 H 0.103
40 H 0.077
41 H 0.101
42 H 0.097
43 C -0.029
44 C -0.445
45 O 0.033
46 C -0.026
47 H 0.081
48 H 0.070
49 H 0.062
50 H 0.095
51 H 0.083
52 H 0.077
53 C -0.029
54 C -0.486
55 O 0.041
56 C -0.023
57 H 0.075
58 H 0.075
59 H 0.083
60 H 0.094
61 H 0.080
62 H 0.090
63 C -0.043
64 C -0.455
65 O 0.029
66 C -0.024
67 H 0.078
68 H 0.088
69 H 0.086
70 H 0.078
71 H 0.082
72 H 0.081